[1]
{
  "formula": "C24H18F5GdO2",
  "method": "ωB97M-V/def2-TZVPD",
  "s_squared": 15.91,
  "multiplicity": 8,
  "gap_ev": [2.81, 4.98],
  "e_homo_ha": [-0.2168, -0.2173],
  "symbols": ["C", "C", "C", "H", "C", "C", "H", "H", "H", "H", "C", "C", "C", "H", "C", "C", "H", "H", "H", "H", "Gd", "O", "C", "C", "H", "H", "H", "H", "C", "C", "C", "H", "C", "H", "C", "H", "C", "H", "F", "C", "C", "F", "C", "F", "C", "O", "C", "F", "C", "F"],
  "positions_angstrom": [[0.905, -0.882, 2.112], [1.855, 0.112, 1.707], [1.257, 1.396, 1.857], [2.891, -0.076, 1.422], [-0.077, 1.189, 2.352], [-0.277, -0.217, 2.557], [-1.080, -0.732, 3.104], [1.045, -1.995, 2.131], [1.789, 2.344, 1.687], [-0.826, 1.956, 2.528], [-0.393, -1.671, -2.125], [0.434, -2.249, -1.106], [-0.372, -2.577, 0.026], [1.532, -2.317, -1.160], [-1.688, -2.053, -0.204], [-1.686, -1.498, -1.542], [-2.569, -1.040, -1.997], [-0.061, -1.515, -3.165], [-0.099, -3.228, 0.881], [-2.547, -2.193, 0.455], [-0.131, 0.041, -0.005], [-1.663, 2.045, -0.466], [-0.908, 3.206, -0.976], [-2.149, 3.588, -0.289], [0.034, 3.366, -0.447], [-0.877, 3.289, -2.056], [-2.088, 3.937, 0.757], [-3.909, 5.499, 0.433], [-4.086, 5.166, -0.606], [-3.291, 4.085, -1.078], [-3.519, 3.627, -2.410], [-2.922, 2.791, -2.812], [-4.524, 4.216, -3.193], [-4.715, 3.813, -4.187], [-5.287, 5.284, -2.698], [-6.074, 5.714, -3.305], [-5.046, 5.768, -1.406], [-5.627, 6.600, -1.015], [6.650, -6.507, 1.608], [5.730, -5.543, 1.352], [4.603, -5.821, 0.559], [4.384, -7.117, 0.190], [3.684, -4.818, 0.301], [2.493, -5.056, -0.291], [3.846, -3.459, 0.789], [3.077, -2.514, 0.496], [4.896, -3.312, 1.754], [4.808, -2.164, 2.481], [5.827, -4.294, 2.006], [6.753, -4.179, 2.991]],
  "mulliken_spin": [-0.134, 0.013, -0.048, 0.003, 0.007, -0.057, 0.003, -0.001, -0.003, 0.004, -0.044, -0.001, -0.033, 0.002, -0.009, -0.040, 0.004, 0.003, 0.000, 0.002, 7.356, -0.025, 0.002, 0.005, -0.003, 0.001, 0.001, 0.000, 0.000, -0.002, 0.000, 0.000, 0.000, 0.000, 0.000, 0.000, 0.000, 0.000, 0.000, -0.002, 0.001, 0.000, -0.002, 0.000, 0.003, -0.003, -0.002, 0.000, 0.001, 0.000]
}

[2]
{
  "formula": "C35H46N6O2P2PdS",
  "method": "ωB97M-V/def2-TZVPD",
  "de_lowest_kcal_mol": 0.0,
  "charge": 2,
  "gap_ev": [7.32, 7.32],
  "e_homo_ha": [-0.4558, -0.4558],
  "symbols": ["Pd", "C", "C", "P", "C", "C", "C", "C", "C", "C", "C", "C", "C", "C", "C", "C", "C", "P", "C", "C", "C", "C", "C", "C", "C", "C", "C", "C", "C", "C", "H", "H", "H", "H", "H", "H", "H", "H", "H", "H", "H", "H", "H", "H", "H", "H", "H", "H", "H", "H", "H", "H", "H", "H", "H", "H", "N", "C", "C", "C", "C", "N", "C", "N", "N", "C", "O", "O", "H", "H", "H", "H", "H", "H", "H", "H", "H", "H", "H", "H", "H", "H", "C", "N", "C", "N", "S", "H", "H", "H", "H", "H", "H"],
  "positions_angstrom": [[1.103, -1.044, -0.422], [-0.401, 0.258, 3.462], [0.644, -0.713, 2.915], [1.671, -0.148, 1.518], [2.640, -1.657, 1.076], [2.415, -2.977, 1.535], [3.014, -4.039, 0.907], [3.803, -3.846, -0.239], [4.000, -2.583, -0.740], [3.422, -1.477, -0.088], [2.984, 1.014, 1.924], [3.678, 0.854, 3.120], [4.718, 1.718, 3.432], [5.082, 2.717, 2.540], [4.404, 2.863, 1.338], [3.347, 2.020, 1.036], [-1.220, 0.934, 2.351], [-0.023, 1.895, 1.381], [-0.800, 2.526, -0.130], [-0.018, 2.757, -1.257], [-0.576, 3.332, -2.390], [-1.926, 3.656, -2.408], [-2.713, 3.414, -1.291], [-2.151, 2.860, -0.151], [0.301, 3.412, 2.330], [-0.242, 3.661, 3.589], [0.056, 4.839, 4.260], [0.896, 5.777, 3.683], [1.433, 5.543, 2.424], [1.139, 4.368, 1.754], [0.093, 1.010, 4.079], [-1.065, -0.300, 4.124], [0.150, -1.605, 2.515], [1.321, -1.037, 3.709], [1.783, -3.153, 2.394], [2.872, -5.039, 1.295], [4.266, -4.698, -0.720], [4.624, -2.425, -1.609], [3.706, -0.476, -0.396], [3.418, 0.060, 3.810], [5.248, 1.604, 4.368], [5.898, 3.384, 2.783], [4.692, 3.640, 0.642], [2.796, 2.147, 0.110], [-2.027, 1.542, 2.760], [-1.651, 0.190, 1.675], [1.034, 2.493, -1.251], [0.047, 3.542, -3.251], [-2.359, 4.120, -3.285], [-3.762, 3.681, -1.296], [-2.769, 2.699, 0.724], [-0.914, 2.954, 4.056], [-0.377, 5.023, 5.234], [1.126, 6.695, 4.208], [2.078, 6.279, 1.963], [1.552, 4.205, 0.765], [0.502, -2.324, -2.082], [-0.959, -2.164, -2.298], [-1.374, -2.246, -3.768], [-0.809, -1.184, -4.717], [-1.223, 0.255, -4.407], [-2.663, 0.422, -4.257], [-3.523, 0.744, -5.198], [-4.814, 0.902, -4.878], [-3.147, 0.933, -6.467], [-1.518, -0.923, -1.583], [-2.684, -0.596, -1.806], [-0.759, -0.306, -0.757], [1.025, -2.119, -2.926], [0.713, -3.284, -1.828], [-1.444, -2.991, -1.774], [-2.464, -2.215, -3.794], [-1.090, -3.230, -4.148], [-1.124, -1.449, -5.730], [0.286, -1.208, -4.740], [-0.847, 0.940, -5.169], [-0.787, 0.595, -3.467], [-3.004, 0.138, -3.328], [-5.114, 0.779, -3.925], [-5.521, 0.983, -5.586], [-2.198, 0.777, -6.755], [-3.784, 1.314, -7.144], [-2.178, -6.910, 2.711], [-1.521, -5.887, 1.917], [-1.892, -4.606, 1.857], [-2.941, -4.233, 2.604], [-1.068, -3.485, 0.887], [-1.655, -7.850, 2.566], [-3.215, -7.051, 2.398], [-2.148, -6.666, 3.774], [-0.733, -6.133, 1.344], [-3.502, -4.892, 3.117], [-3.283, -3.296, 2.491]],
  "lowdin_charge": [0.770, -0.270, -0.312, 0.862, -0.400, -0.099, -0.057, -0.057, -0.070, -0.162, -0.379, -0.065, -0.052, -0.050, -0.061, -0.131, -0.320, 1.059, -0.360, -0.112, -0.085, -0.080, -0.064, -0.064, -0.324, -0.084, -0.062, -0.062, -0.061, -0.098, 0.097, 0.122, 0.025, 0.099, 0.094, 0.116, 0.116, 0.115, 0.100, 0.110, 0.116, 0.116, 0.116, 0.086, 0.089, 0.089, 0.089, 0.109, 0.107, 0.110, 0.112, 0.094, 0.113, 0.113, 0.112, 0.094, 0.014, -0.298, -0.136, -0.153, -0.151, 0.105, -0.426, 0.210, 0.217, -0.614, 0.023, -0.169, 0.091, 0.095, 0.099, 0.121, 0.127, 0.117, 0.113, 0.124, 0.112, 0.108, 0.133, 0.129, 0.114, 0.132, -0.062, -0.053, -0.885, 0.116, 0.645, 0.095, 0.094, 0.094, 0.117, 0.099, 0.097]
}

[3]
{
  "formula": "C5H17N2O",
  "method": "ωB97M-V/def2-TZVPD",
  "de_lowest_kcal_mol": 31.9,
  "charge": 1,
  "gap_ev": 10.66,
  "e_homo_ha": -0.4927,
  "symbols": ["C", "N", "C", "C", "N", "C", "C", "H", "H", "H", "H", "H", "H", "H", "H", "H", "H", "H", "H", "H", "H", "H", "H", "H", "O"],
  "positions_angstrom": [[-1.625, 0.266, -0.684], [-1.643, 0.089, 0.793], [-2.658, -0.899, 1.204], [-0.398, -0.464, -1.291], [0.769, -0.168, -0.368], [1.333, 1.179, -0.496], [2.160, 1.623, -1.691], [-1.588, 1.314, -0.989], [-2.565, -0.074, -1.117], [-1.698, 0.988, 1.264], [-2.704, -1.728, 0.520], [-3.648, -0.402, 1.245], [-2.504, -1.115, 2.261], [-0.240, 0.058, -2.231], [-0.539, -1.538, -1.406], [1.465, -0.872, -0.605], [0.288, -0.246, 0.559], [1.856, 1.367, 0.458], [0.532, 1.891, -0.229], [2.075, 2.695, -1.763], [3.136, 1.164, -1.757], [1.664, 1.255, -2.617], [1.695, -2.323, 2.110], [1.163, -0.875, 2.588], [1.815, -1.359, 2.059]],
  "lowdin_charge": [-0.193, -0.136, -0.089, -0.083, 0.009, -0.218, -0.040, 0.118, 0.123, 0.120, 0.083, 0.093, 0.082, 0.119, 0.135, 0.173, 0.119, 0.138, 0.128, 0.089, 0.085, 0.084, 0.064, 0.049, -0.054]
}

[4]
{
  "formula": "C30H22ClF5IN4O4STl",
  "method": "ωB97M-V/def2-TZVPD",
  "de_lowest_kcal_mol": 126.6,
  "gap_ev": [5.42, 3.45],
  "e_homo_ha": [-0.2396, -0.2394],
  "symbols": ["Tl", "O", "C", "C", "C", "C", "N", "C", "C", "C", "C", "C", "C", "O", "C", "C", "N", "H", "H", "H", "H", "H", "H", "H", "H", "H", "H", "H", "H", "N", "C", "O", "C", "C", "H", "H", "H", "H", "H", "H", "Cl", "C", "C", "C", "I", "C", "O", "C", "N", "C", "C", "C", "C", "H", "H", "H", "H", "F", "C", "C", "F", "C", "F", "C", "S", "C", "F", "C", "F"],
  "positions_angstrom": [[-0.835, 1.499, -0.334], [2.502, -5.080, -4.180], [2.260, -3.708, -4.465], [1.344, -2.939, -3.542], [0.409, -2.061, -3.988], [-0.445, -1.462, -3.057], [-0.417, -1.768, -1.765], [0.507, -2.671, -1.339], [1.470, -3.208, -2.191], [0.522, -3.270, 0.052], [1.739, -3.738, 0.591], [1.753, -4.385, 1.832], [3.146, -4.797, 2.304], [4.004, -4.591, 1.187], [0.583, -4.525, 2.518], [-0.538, -4.352, 1.779], [-0.628, -3.655, 0.643], [1.630, -5.550, -4.235], [1.847, -3.484, -5.449], [3.287, -3.261, -4.482], [-0.014, -2.133, -5.014], [-1.121, -0.599, -3.274], [2.120, -3.956, -1.824], [2.638, -3.652, -0.077], [3.154, -5.779, 2.729], [3.484, -4.082, 3.045], [4.867, -4.951, 1.493], [0.422, -5.022, 3.447], [-1.481, -4.516, 2.278], [-3.749, -0.899, 2.858], [-3.301, -0.148, 1.779], [-3.011, 1.053, 1.936], [-3.194, -0.904, 0.485], [-2.986, 0.117, -0.554], [-3.598, -0.382, 3.757], [-3.267, -1.804, 2.935], [-4.154, -1.505, 0.500], [-2.328, -1.594, 0.658], [-3.542, 1.008, -0.412], [-2.842, -0.167, -1.593], [-2.833, 8.068, -3.090], [-2.545, 6.402, -2.843], [-2.429, 5.553, -4.023], [-2.139, 4.196, -3.945], [-1.446, 3.289, -5.763], [-2.151, 3.519, -2.641], [-2.035, 2.224, -2.619], [-2.398, 4.311, -1.573], [-2.652, 3.670, -0.365], [-2.564, 4.346, 0.773], [-2.665, 5.760, 0.845], [-2.498, 6.475, -0.329], [-2.514, 5.733, -1.579], [-2.453, 6.075, -4.998], [-2.598, 3.748, 1.752], [-2.816, 6.272, 1.730], [-2.582, 7.588, -0.402], [3.137, 1.658, 6.305], [3.212, 1.575, 4.933], [2.013, 1.458, 4.173], [0.819, 1.210, 4.693], [2.069, 1.495, 2.796], [0.951, 1.204, 2.080], [3.328, 1.779, 2.101], [3.391, 1.868, 0.425], [4.473, 1.926, 2.912], [5.698, 2.186, 2.344], [4.434, 1.663, 4.297], [5.554, 1.668, 4.979]],
  "lowdin_charge": [1.003, -0.059, -0.219, -0.208, -0.018, -0.114, 0.114, -0.177, 0.030, -0.177, 0.033, -0.168, -0.187, -0.092, -0.038, -0.155, 0.115, 0.119, 0.110, 0.144, 0.134, 0.122, 0.103, 0.124, 0.118, 0.123, 0.115, 0.112, 0.103, 0.123, -0.536, -0.019, -0.189, -0.141, 0.123, 0.100, 0.152, 0.111, 0.041, 0.049, 0.672, -0.646, -0.192, -0.586, 0.786, -0.474, -0.258, -0.212, 0.061, -0.153, -0.058, -0.005, -0.164, 0.082, 0.123, 0.072, 0.103, 0.105, -0.065, -0.142, 0.134, -0.188, -0.035, -0.590, 0.827, -0.183, 0.068, -0.163, 0.152]
}